1.
An isolated ion of composition C6H10N3 and charge +1. Source: the OMol25 dataset; level of theory: wB97M-V/def2-TZVPD.

Its HOMO energy is -0.4828 Ha. Its gap between HOMO and LUMO is 8.80 eV. Its net charge is +1.

Geometry (Å):
C (1.548, 1.678, -0.137)
C (2.648, 0.692, -0.316)
C (0.303, 1.262, -0.104)
C (-1.143, 1.240, 0.119)
C (-1.820, -0.007, -0.480)
C (1.497, -1.316, 0.220)
N (2.631, -0.533, -0.131)
N (0.399, -0.918, -0.511)
N (-0.848, -1.128, 0.015)
H (1.909, 2.681, 0.046)
H (3.625, 1.284, -0.369)
H (-1.406, 1.440, 1.135)
H (-1.395, 2.058, -0.500)
H (-2.821, 0.027, 0.070)
H (-1.764, 0.045, -1.547)
H (1.882, -2.374, 0.007)
H (1.477, -1.089, 1.370)
H (-1.015, -0.959, 1.018)
H (-1.229, -2.144, -0.039)



2.
C29H17N5PtS2 as an isolated structure. Source: the OMol25 dataset; level of theory: wB97M-V/def2-TZVPD.

Its HOMO energy (alpha / beta) is -0.2558 / -0.2560 Ha. Its gap between HOMO and LUMO (alpha / beta) is 5.65 / 5.66 eV. Its net charge is 0.

Geometry (Å):
Pt (0.019, 0.024, 0.148)
S (-0.939, 7.099, -1.142)
C (0.486, 7.838, -1.720)
C (1.514, 6.952, -1.819)
C (1.136, 5.643, -1.415)
C (-0.172, 5.569, -1.021)
C (-0.899, 4.385, -0.531)
C (-0.257, 3.125, -0.541)
N (-0.839, 2.031, -0.106)
C (-2.103, 2.100, 0.373)
C (-2.836, 3.284, 0.411)
C (-4.182, 3.258, 0.920)
C (-4.736, 2.105, 1.352)
C (-3.997, 0.869, 1.327)
C (-4.520, -0.365, 1.761)
C (-3.751, -1.513, 1.693)
C (-2.432, -1.402, 1.197)
N (-1.922, -0.251, 0.815)
C (-2.690, 0.875, 0.853)
C (-4.257, -2.830, 2.116)
C (-5.519, -3.138, 2.548)
C (-5.667, -4.510, 2.876)
C (-4.513, -5.209, 2.683)
S (-3.253, -4.220, 2.108)
C (-2.194, 4.446, -0.057)
H (0.489, 8.889, -1.958)
H (2.503, 7.216, -2.161)
H (1.816, 4.805, -1.419)
H (0.750, 2.993, -0.913)
H (-4.745, 4.182, 0.945)
H (-5.751, 2.091, 1.727)
H (-5.533, -0.396, 2.140)
H (-1.755, -2.248, 1.082)
H (-6.321, -2.420, 2.631)
H (-6.584, -4.953, 3.234)
H (-4.339, -6.259, 2.848)
H (-2.737, 5.384, -0.032)
C (0.437, -1.789, 0.462)
C (1.674, -2.119, 1.150)
C (2.280, -1.343, 2.146)
C (3.455, -1.761, 2.742)
C (4.087, -2.916, 2.293)
C (3.517, -3.681, 1.287)
C (2.293, -3.310, 0.752)
H (1.813, -0.411, 2.444)
H (3.907, -1.165, 3.525)
H (5.035, -3.212, 2.724)
H (4.014, -4.573, 0.931)
H (1.815, -3.914, -0.007)
N (5.444, -1.997, -1.410)
C (4.856, -1.046, -1.119)
N (4.276, 0.091, -0.781)
C (3.032, 0.216, -0.593)
N (1.900, 0.478, -0.425)



3.
A 2-piece molecular cluster, C4H11S2 overall. Source: the OMol25 dataset; level of theory: wB97M-V/def2-TZVPD.

Its HOMO energy is -0.0902 Ha. Its gap between HOMO and LUMO is 5.68 eV. Its net charge is -1.

Geometry (Å):
C (3.111, -1.898, -0.342)
S (1.639, -2.220, -1.488)
C (0.962, -0.509, -1.435)
H (2.853, -1.044, 0.257)
H (3.348, -2.818, 0.245)
H (3.973, -1.711, -1.068)
H (1.734, 0.151, -1.717)
H (0.815, -0.350, -0.345)
H (-0.023, -0.536, -1.979)
C (-2.781, 0.691, 1.275)
C (-1.976, 2.084, 0.739)
S (-0.159, 1.771, 0.498)
H (-2.054, -0.015, 1.645)
H (-3.419, 1.046, 2.021)
H (-3.284, 0.226, 0.365)
H (-2.637, 2.263, -0.158)
H (-2.102, 2.871, 1.486)



4.
C34H57CoN3O2Si as an isolated structure. Source: the OMol25 dataset; level of theory: wB97M-V/def2-TZVPD.

As for the spin multiplicity: 5. Its HOMO energy (alpha / beta) is -0.4259 / -0.4259 Ha. Its gap between HOMO and LUMO (alpha / beta) is 8.18 / 5.11 eV. Its net charge is +1.

Geometry (Å):
O (0.598, 1.359, 0.002)
O (-3.841, 1.481, -1.166)
C (0.407, 2.359, 1.029)
C (1.504, 3.409, 1.066)
H (0.386, 1.804, 1.978)
H (-0.584, 2.805, 0.842)
H (2.498, 2.963, 1.190)
H (1.345, 4.077, 1.916)
H (1.487, 4.020, 0.159)
C (1.036, 1.952, -1.244)
C (-0.043, 2.777, -1.898)
H (1.376, 1.116, -1.878)
H (1.930, 2.577, -1.052)
H (-1.029, 2.305, -1.803)
H (0.204, 2.897, -2.958)
H (-0.102, 3.772, -1.440)
C (-4.513, 0.512, -1.982)
C (-4.416, 2.790, -1.202)
C (-3.755, 0.222, -3.265)
H (-5.524, 0.863, -2.240)
H (-4.579, -0.391, -1.363)
H (-3.641, 1.120, -3.891)
H (-4.310, -0.503, -3.872)
H (-2.765, -0.207, -3.057)
C (-4.470, 3.401, -2.593)
H (-3.798, 3.402, -0.534)
H (-5.435, 2.725, -0.787)
H (-3.498, 3.379, -3.100)
H (-4.775, 4.448, -2.521)
H (-5.216, 2.899, -3.218)
H (-2.717, 0.832, 0.653)
N (3.628, -0.540, 0.265)
C (4.336, -1.678, 0.390)
C (3.778, -2.946, 0.557)
C (2.456, -3.315, 0.276)
C (5.834, -1.605, 0.322)
H (6.261, -0.797, 0.937)
H (6.211, -1.500, -0.706)
H (6.213, -2.540, 0.725)
C (2.111, -4.748, 0.019)
H (1.541, -4.848, -0.916)
H (1.518, -5.227, 0.819)
H (3.053, -5.296, -0.092)
N (1.495, -2.380, 0.262)
C (4.284, 0.677, -0.132)
C (4.689, 1.648, 0.815)
C (4.595, 1.411, 2.288)
C (5.293, 2.826, 0.374)
H (5.603, 3.561, 1.126)
C (5.516, 3.044, -0.985)
H (5.950, 3.985, -1.333)
C (5.207, 2.032, -1.894)
H (5.464, 2.123, -2.958)
C (4.595, 0.848, -1.491)
C (4.367, -0.248, -2.490)
C (0.157, -2.657, -0.118)
C (-0.736, -3.143, 0.856)
C (-0.257, -3.219, 2.273)
C (-1.991, -3.576, 0.443)
H (-2.671, -4.011, 1.183)
C (-2.369, -3.445, -0.897)
H (-3.361, -3.761, -1.212)
C (-1.481, -2.923, -1.843)
H (-1.760, -2.858, -2.900)
C (-0.207, -2.521, -1.470)
C (0.782, -1.982, -2.463)
Co (1.831, -0.674, 0.904)
H (3.643, 1.785, 2.685)
H (5.402, 1.971, 2.788)
H (4.670, 0.353, 2.577)
H (3.511, -0.888, -2.229)
H (5.252, -0.903, -2.588)
H (4.175, 0.172, -3.482)
H (-1.082, -3.489, 2.949)
H (0.173, -2.255, 2.614)
H (0.539, -3.979, 2.399)
H (1.778, -2.444, -2.350)
H (0.921, -0.887, -2.374)
H (0.445, -2.191, -3.488)
H (4.494, -3.745, 0.740)
C (-2.899, -0.107, 1.229)
Si (-4.408, -0.001, 2.365)
H (-3.025, -0.888, 0.453)
H (-1.979, -0.347, 1.782)
C (-4.517, 1.767, 3.027)
C (-4.355, -1.178, 3.851)
C (-6.100, -0.324, 1.561)
H (-6.871, -0.068, 2.305)
H (-6.234, -1.377, 1.278)
H (-6.250, 0.314, 0.680)
H (-3.686, 1.958, 3.719)
H (-5.469, 1.900, 3.556)
H (-4.467, 2.472, 2.187)
H (-3.350, -1.224, 4.294)
H (-4.673, -2.194, 3.572)
H (-5.049, -0.804, 4.616)
N (1.917, -0.009, 3.862)
C (1.801, -0.272, 2.714)



For the records above, the corresponding total energy values read -10841.84952 -62714.21381 -25996.44156 -90246.16866 eV.
For the records above, the corresponding energy relative to the best compared isomer or geometry (same formula, charge and spin) values read 147.9 0.7 32.2 10.6 kcal/mol.